[1]
ORCA calculation (ωB97M-V/def2-TZVPD) on a molecular structure, C6H20HgN3S at a distorted geometry.

Calculated values
lowest unoccupied orbital energy (spin up / spin down) = 3.49 / 3.41 eV
net charge = -1
gap between HOMO and LUMO (spin up / spin down) = 3.47 / 3.71 eV
energy above the lowest of the compared OMol25 structures with the same formula, charge and spin = 0.000 eV

```
31
Properties=species:S:1:pos:R:3:forces:R:3
C 4.4425 0.4211 2.0402 -1.2 -0.2 0.2
Hg 0.8141 0.4061 -0.2308 1.7 0.6 0.1
N 3.1085 1.2639 -1.8204 0.5 0.1 -0.3
H 1.4311 0.2934 1.3326 0.0 -0.4 0.6
H 4.3049 -0.6628 2.2696 -0.1 0.7 -0.7
H 4.5203 0.8583 3.0527 0.4 0.3 -0.7
H 3.5254 0.8551 1.5347 1.0 -0.8 0.6
H 5.3027 0.5677 1.3751 0.0 0.1 0.5
H 2.5861 2.1143 -2.0314 0.0 -0.3 0.1
H 3.2146 0.7285 -2.6793 -0.2 0.1 0.0
H 4.0491 1.5455 -1.5507 0.0 0.1 0.1
C -1.4664 1.8638 -1.4026 -0.6 -0.2 0.4
N -2.0397 0.6873 -0.6864 -0.5 2.7 0.7
C -3.1101 0.9727 0.2608 0.7 0.4 -0.8
C -1.4882 -0.5505 -0.8816 -0.8 -0.7 -1.6
S -0.3656 -0.7244 -2.1692 0.7 -0.2 -1.0
N -1.6077 -1.5929 -0.0103 -0.1 -1.7 2.2
C -2.7022 -1.8159 0.9239 0.5 -0.1 -0.5
C -0.5484 -2.6048 0.1099 -0.4 0.5 -0.1
H -2.1851 2.6857 -1.2681 0.1 -0.1 -0.3
H -1.3305 1.5869 -2.4628 0.0 0.4 0.5
H -0.4822 2.2019 -0.9664 -0.8 -0.2 -0.5
H -4.0185 0.4890 -0.1231 -0.3 0.0 0.5
H -2.8608 0.6903 1.2965 -0.3 0.0 -0.3
H -3.2729 2.0584 0.2441 0.0 -0.3 0.1
H -2.9768 -2.8732 0.8251 -0.2 0.0 0.3
H -2.4097 -1.6110 1.9759 -0.2 0.0 -0.3
H -3.5658 -1.2140 0.6528 0.1 -0.3 0.1
H -0.2376 -2.8916 -0.8879 0.2 -0.1 -0.1
H 0.3415 -2.2797 0.6699 -0.2 0.1 0.0
H -0.9727 -3.4690 0.6071 -0.1 -0.2 0.2
```
Forces are in eV/Å.

[2]
ORCA calculation (ωB97M-V/def2-TZVPD) on a molecular structure, C22H26GeN3NiO3P.

Calculated values
⟨S²⟩ = 2.006
lowest unoccupied orbital energy (spin up / spin down) = -6.32 / -7.45 eV
2S+1 = 3
net charge = +2
gap between HOMO and LUMO (spin up / spin down) = 7.87 / 6.74 eV
energy above the lowest of the compared OMol25 structures with the same formula, charge and spin = 0.000 eV

```
57
Properties=species:S:1:pos:R:3:forces:R:3
Ni -1.4601 -1.2872 -0.4342 -0.2 -0.2 -0.3
C -2.1941 1.7609 1.0532 0.0 0.0 0.0
P -2.7955 0.0659 0.8733 -0.1 0.0 0.2
C -3.0749 -0.5462 2.5519 0.0 0.0 0.0
C -4.4230 0.1656 0.0879 0.0 0.1 0.0
H -2.9366 2.3587 1.5839 0.0 0.0 0.0
H -2.0174 2.2054 0.0741 0.0 0.0 0.0
H -1.2632 1.7593 1.6237 0.0 0.0 0.0
H -3.7520 0.1209 3.0873 0.0 0.0 0.0
H -2.1297 -0.5903 3.0936 0.0 0.0 0.0
H -3.5215 -1.5401 2.5186 0.0 0.0 0.0
H -5.0974 0.7578 0.7086 0.0 0.0 0.0
H -4.8467 -0.8304 -0.0404 0.0 0.0 0.0
H -4.3350 0.6414 -0.8893 0.0 0.0 0.0
Ge 2.6213 1.6335 -0.4269 0.2 0.0 0.1
C 3.3508 2.9873 -1.5283 0.0 0.1 -0.1
C 3.2892 4.3484 -1.2180 0.0 0.0 0.1
C 3.8516 5.2793 -2.0737 0.0 0.0 0.0
C 4.4786 4.8617 -3.2414 0.0 0.0 0.0
C 4.5524 3.5110 -3.5547 0.0 0.0 0.0
C 3.9931 2.5759 -2.7003 0.0 -0.1 0.0
C 1.9548 1.9058 1.3444 0.0 0.0 0.0
C 1.3729 3.1144 1.7379 0.0 0.0 0.0
C 0.9188 3.2802 3.0375 0.0 0.0 0.0
C 1.0445 2.2436 3.9543 0.0 0.0 0.0
C 1.6198 1.0379 3.5733 0.0 0.0 0.0
C 2.0714 0.8691 2.2727 0.0 -0.1 -0.1
H 3.1606 0.2343 -0.6968 0.0 0.0 0.0
H 2.8256 4.6928 -0.3027 0.0 0.0 0.0
H 3.8076 6.3313 -1.8269 0.0 0.0 0.0
H 4.9195 5.5925 -3.9059 0.0 0.0 0.0
H 5.0513 3.1880 -4.4580 0.0 0.0 0.0
H 4.0671 1.5225 -2.9469 0.0 0.0 0.0
H 1.2708 3.9339 1.0374 0.0 0.0 0.0
H 0.4844 4.2240 3.3399 0.0 0.0 0.0
H 0.7101 2.3828 4.9741 0.0 0.0 0.0
H 1.7387 0.2427 4.2973 0.0 0.0 0.0
H 2.5325 -0.0694 1.9852 0.0 0.0 0.0
O -1.0632 0.3768 -1.7066 0.0 0.0 0.2
N 0.0714 0.4295 -1.2032 0.0 -0.2 -0.4
O 0.4475 -0.5704 -0.5370 0.1 0.4 0.4
O 0.7878 1.4264 -1.3729 0.0 0.0 -0.1
N -1.2435 -5.0950 1.0704 0.0 0.0 0.0
C -1.3892 -3.7770 1.2172 -0.1 0.0 0.0
N -1.6007 -3.1707 0.0611 0.2 0.0 0.0
C -1.5760 -4.1808 -0.9137 -0.1 0.0 0.0
C -1.7508 -4.1112 -2.2948 0.0 0.0 0.0
C -1.6836 -5.2961 -2.9941 0.0 0.0 0.0
C -1.4574 -6.5224 -2.3440 0.0 0.0 0.0
C -1.2917 -6.6017 -0.9784 0.0 0.0 0.0
C -1.3556 -5.3994 -0.2815 0.0 0.0 0.0
H -1.0969 -5.7513 1.8217 0.0 0.0 0.0
H -1.3427 -3.2858 2.1758 0.0 0.0 0.0
H -1.9398 -3.1726 -2.8041 0.0 0.0 0.0
H -1.8138 -5.2894 -4.0673 0.0 0.0 0.0
H -1.4175 -7.4273 -2.9341 0.0 0.0 0.0
H -1.1244 -7.5466 -0.4802 0.0 0.0 0.0
```
Forces are in eV/Å.

[3]
ORCA calculation (ωB97M-V/def2-TZVPD) on a molecular structure, C25H18N6O7PtS.

Calculated values
lowest unoccupied orbital energy = -0.71 eV
net charge = 0
gap between HOMO and LUMO = 8.15 eV

```
58
Properties=species:S:1:pos:R:3:forces:R:3
Pt 0.1120 -0.1578 0.3690 0.3 0.3 -0.4
C -1.4983 1.2873 3.6128 0.1 -0.1 0.1
C -0.9920 2.0244 2.4352 0.1 0.1 0.0
N -0.5671 1.5387 1.2801 0.1 0.0 0.0
C -0.2877 2.6093 0.4561 -0.1 0.0 -0.1
C -0.5168 3.7641 1.1355 0.0 -0.1 -0.2
N -0.9525 3.3711 2.3697 -0.1 0.0 0.1
C -0.4072 5.2049 0.7953 0.0 0.1 -0.1
O -0.0326 5.4956 -0.4311 0.0 0.0 0.0
O -0.6588 6.0333 1.6365 0.0 0.0 0.1
C 0.0344 2.3246 -0.9653 -0.1 0.1 0.1
O 0.2639 3.2369 -1.7523 0.0 0.0 0.0
O -0.0112 1.0756 -1.2668 -0.3 -0.3 -0.1
H -1.3584 0.2195 3.4874 0.0 0.0 0.0
H -2.5613 1.4947 3.7443 0.0 0.0 0.0
H -0.9692 1.5871 4.5185 0.0 0.0 0.0
H -1.2231 4.0242 3.0898 0.0 0.0 0.0
H 0.1303 4.6783 -0.9923 -0.1 0.0 0.0
O -0.6837 -1.7520 3.9381 0.0 0.1 0.0
S 0.4407 -2.1485 3.1356 0.1 0.1 0.0
O 0.3468 -3.4370 2.5007 0.0 0.0 0.1
N 0.8805 -0.9846 2.0593 0.3 0.0 0.2
C 2.1429 -0.4451 2.3093 -0.3 -0.2 -0.1
O 2.6643 0.4027 1.6161 0.1 -0.1 0.3
C 2.7455 -1.0658 3.5256 0.1 0.1 0.0
C 3.9729 -0.7764 4.0981 -0.1 0.0 0.0
C 4.3400 -1.4813 5.2357 0.0 0.0 0.0
C 3.5003 -2.4497 5.7822 0.0 0.0 0.0
C 2.2694 -2.7390 5.2071 0.0 0.0 0.0
C 1.9268 -2.0256 4.0768 -0.1 -0.1 0.0
H 4.6097 -0.0213 3.6574 0.0 0.0 0.0
H 5.2919 -1.2793 5.7086 0.0 0.0 0.0
H 3.8135 -2.9835 6.6697 0.0 0.0 0.0
H 1.6116 -3.4891 5.6244 0.0 0.0 0.0
N 3.2818 -4.3272 -4.5202 0.0 0.0 0.0
C 3.7856 -5.5212 -4.9869 0.0 0.0 0.1
C 4.4467 -5.8690 -6.1599 0.0 0.0 0.0
C 4.8244 -7.1909 -6.2839 0.0 0.0 0.0
C 4.5560 -8.1331 -5.2772 0.0 0.0 0.0
C 3.9020 -7.7801 -4.1160 0.0 0.0 0.0
C 3.5117 -6.4486 -3.9699 0.1 0.0 -0.1
N 2.8619 -5.8274 -2.9232 -0.1 0.1 0.1
C 2.7419 -4.5797 -3.2848 0.1 -0.1 0.0
C 2.1087 -3.5504 -2.4599 -0.1 0.1 0.1
C 1.6938 -3.8642 -1.1700 0.0 0.1 0.0
C 1.1058 -2.8926 -0.3892 -0.1 0.0 0.0
N 0.9081 -1.6366 -0.8255 0.0 0.0 0.3
C 1.3019 -1.3286 -2.0688 0.0 0.1 0.0
C 1.8965 -2.2500 -2.9042 0.0 0.0 0.0
H 3.3050 -3.4461 -4.9997 0.0 0.0 0.0
H 4.6558 -5.1477 -6.9388 0.0 0.0 0.0
H 5.3404 -7.5121 -7.1790 0.0 0.0 0.0
H 4.8728 -9.1574 -5.4220 0.0 0.0 0.0
H 3.6928 -8.5010 -3.3375 0.0 0.0 0.0
H 1.8301 -4.8609 -0.7779 0.0 0.0 0.0
H 0.7805 -3.1177 0.6144 0.0 0.0 -0.1
H 1.1304 -0.3092 -2.3795 0.0 0.0 0.0
H 2.1791 -1.9221 -3.8947 0.0 0.0 0.0
```
Forces are in eV/Å.